Record 1
Below is C5H9AgO3 as an isolated structure at a distorted geometry, with properties calculated with ωB97M-V with the def2-TZVPD basis set.

```
18
Properties=species:S:1:pos:R:3:nbo_charge:R:1
Ag 2.198 -3.271 -0.531 1.1695
O 0.937 -1.829 -0.357 -0.5158
O -0.824 -0.354 -0.290 -0.3897
O 1.305 0.375 0.009 -0.3721
C -2.873 -0.749 -1.370 -0.7518
C 1.625 2.419 1.221 -0.7474
C -1.475 -1.028 -1.132 0.5900
C 0.505 -0.791 0.164 0.6187
C 1.495 0.958 1.201 0.4897
H -2.980 -0.588 -2.458 0.3500
H 1.508 2.865 0.230 0.3174
H -0.948 -1.849 -1.640 0.2221
H -3.255 0.089 -0.783 0.3031
H -3.426 -1.685 -1.175 0.3551
H 0.539 -0.431 1.478 0.3295
H 0.885 2.809 1.935 0.3753
H 2.614 2.663 1.642 0.3640
H 2.170 0.396 1.859 0.2923
```

Computed properties:
Multiplicity: 2
HOMO energy (spin up / spin down) (eV): -25.02 / -24.63
Energy (eV): -15431.528
Net charge: +3



Record 2
Below is C24H16BrClN5O6SW as an isolated structure, with properties calculated with ωB97M-V with the def2-TZVPD basis set.

```
55
Properties=species:S:1:pos:R:3:nbo_charge:R:1
W -0.109 -0.423 -0.687 2.4426
Br 6.314 1.064 0.722 0.2895
Cl 0.645 -1.477 -5.394 0.0732
S 1.851 -4.683 0.376 0.6968
O 0.519 1.247 -1.502 -0.7004
O -2.056 -0.880 2.712 -0.4059
O -1.374 0.017 -2.415 -0.6000
O 0.344 -1.241 -2.489 -0.6303
O -0.308 3.031 -2.643 -0.4085
O -0.340 -0.691 1.243 -0.7155
N 1.949 -0.170 -0.126 -0.5432
N -2.810 -3.540 0.047 -0.4681
N -1.245 1.209 0.121 -0.4741
N -1.798 -1.716 -0.629 -0.5937
N 0.677 -2.536 -0.237 -0.4569
C -5.319 -0.477 -1.010 -0.1511
C 3.604 0.640 1.383 -0.2514
C -5.942 -1.654 -0.570 -0.1560
C -3.828 -2.634 -0.267 0.1685
C -0.310 -3.469 0.019 0.0394
C -1.915 1.027 1.257 0.1152
C -0.529 -0.551 -3.163 0.8600
C -1.498 -0.270 1.873 0.7599
C -3.195 -1.471 -0.700 0.1332
C -2.774 1.988 1.728 -0.1551
C -1.304 2.349 -0.572 0.1184
C 4.572 0.568 0.384 -0.0148
C -3.944 -0.361 -1.085 -0.2549
C 4.195 0.115 -0.883 -0.2392
C 2.890 -0.230 -1.105 0.0500
C 0.149 -4.691 0.373 -0.3563
C 1.867 -3.058 -0.074 -0.1058
C -0.473 -0.367 -4.631 -0.5365
C -2.896 3.165 0.985 -0.0611
C 2.315 0.268 1.100 0.0835
C -5.207 -2.758 -0.191 -0.2122
C -0.332 2.314 -1.710 0.7694
C -2.139 3.363 -0.174 -0.1544
C -1.644 -2.964 -0.163 0.5068
H -7.022 -1.698 -0.533 0.2621
H -0.149 0.664 -4.806 0.3008
H 2.571 -0.561 -2.083 0.2502
H 1.550 0.297 1.858 0.2456
H 2.791 -2.520 -0.215 0.2661
H -1.474 -0.475 -5.049 0.2945
H -3.311 1.834 2.655 0.2891
H -0.411 -5.582 0.617 0.2938
H -3.556 3.951 1.331 0.2787
H -5.684 -3.669 0.147 0.2619
H -2.176 4.289 -0.732 0.2922
H -2.952 -4.481 0.391 0.4612
H -3.485 0.542 -1.460 0.2287
H 4.914 0.048 -1.687 0.2817
H 3.855 0.983 2.377 0.2814
H -5.936 0.358 -1.315 0.2511
```

Computed properties:
Multiplicity: 1
HOMO energy (eV): -17.48
Energy (eV): -140086.264
Net charge: +3
Energy relative to the best compared isomer or geometry (same formula, charge and spin) (kcal/mol): 9.6



Record 3
Below is a 2-piece molecular cluster, C4H12 overall at a distorted geometry, with properties calculated with ωB97M-V with the def2-TZVPD basis set.

```
16
Properties=species:S:1:pos:R:3:nbo_charge:R:1
C -1.269 1.922 0.878 -0.6141
C 1.127 -2.407 -0.700 -0.6125
C 1.666 -1.579 0.459 -0.6090
C -1.443 2.033 -0.631 -0.6113
H 0.842 -3.426 -0.397 0.2037
H -2.259 1.788 1.324 0.2049
H -2.233 2.679 -1.014 0.2056
H 1.737 -2.442 -1.604 0.2084
H -1.040 2.880 1.330 0.2059
H 0.130 -1.950 -0.860 0.2004
H -0.543 1.147 1.080 0.2089
H 1.244 -1.934 1.409 0.2034
H 1.360 -0.547 0.359 0.2024
H -1.493 1.076 -1.145 0.2026
H 2.735 -1.754 0.607 0.2034
H -0.561 2.517 -1.095 0.1973
```

Computed properties:
Multiplicity: 1
HOMO energy (eV): -11.47
SMILES: CC.CC
Energy (eV): -4342.074
Energy relative to the best compared isomer or geometry (same formula, charge and spin) (kcal/mol): 10.5



Record 4
Below is one molecule with the formula C19H19ClFNO3, with properties calculated with ωB97M-V with the def2-TZVPD basis set.

```
44
Properties=species:S:1:pos:R:3:nbo_charge:R:1
Cl -1.446 1.221 1.194 0.0002
F -5.067 -0.365 -0.402 -0.3260
O 1.904 -1.561 -1.567 -0.6274
O 3.999 1.234 0.121 -0.5117
O 2.558 2.809 -0.578 -0.6021
N 0.811 0.135 -0.551 -0.6428
C 1.949 1.351 1.244 -0.5049
C -1.354 -0.487 -2.161 -0.0459
C -1.237 -2.007 3.489 -0.1996
C 1.030 -0.722 -1.570 0.7011
C -2.180 0.616 -2.336 -0.1937
C -3.851 -0.408 -0.987 0.3915
C -0.818 -0.205 1.964 -0.0226
C 0.048 -2.473 3.276 -0.2257
C 2.854 1.909 0.162 0.8109
C 1.430 -0.010 0.746 -0.0703
C 4.410 0.876 -2.253 -0.6440
C -3.053 -1.522 -0.794 -0.2722
C 4.893 1.515 -0.959 -0.0733
C -1.806 -1.553 -1.388 -0.1847
C -1.670 -0.870 2.831 -0.2252
C 0.476 -0.662 1.726 -0.0738
C 0.041 -0.523 -2.718 -0.5133
C 0.886 -1.806 2.402 -0.1308
C -3.436 0.662 -1.757 -0.2755
H 5.179 0.962 -3.014 0.2152
H 2.285 -0.678 0.597 0.2547
H 4.181 -0.175 -2.090 0.2311
H 3.510 1.377 -2.602 0.2195
H 0.396 -3.359 3.785 0.2184
H 1.124 2.042 1.411 0.2359
H 0.059 0.805 -0.622 0.4197
H 4.981 2.600 -1.076 0.1946
H -2.670 -0.494 2.986 0.2301
H -1.904 -2.523 4.162 0.2201
H 2.512 1.207 2.166 0.2377
H 5.850 1.095 -0.643 0.1904
H -1.840 1.453 -2.929 0.2166
H 1.883 -2.181 2.225 0.2121
H -3.406 -2.338 -0.184 0.2325
H -4.083 1.515 -1.885 0.2317
H 0.168 -1.353 -3.415 0.2442
H -1.165 -2.410 -1.241 0.2238
H 0.277 0.408 -3.237 0.2335
```

Computed properties:
Multiplicity: 1
HOMO energy (eV): -9.09
SMILES: CCOC(=O)C[C@H](NC(=O)Cc1ccc(F)cc1)c1ccccc1Cl
Energy (eV): -42885.416



Record 5
Below is a 2-piece molecular cluster, C3H9NO4 overall at a distorted geometry, with properties calculated with ωB97M-V with the def2-TZVPD basis set.

```
17
Properties=species:S:1:pos:R:3:nbo_charge:R:1
O 2.776 -1.078 -2.720 -0.9383
O -2.365 1.621 -0.043 -0.6066
O 0.529 -1.406 2.049 -0.7194
O -0.411 2.263 0.913 -0.6707
N -0.722 -0.587 -0.894 -0.8275
C -1.285 1.377 0.462 0.7824
C 0.579 -0.312 1.170 -0.0698
C -0.836 -0.083 0.481 -0.1767
H -0.891 3.233 0.955 0.5103
H 2.059 -0.721 -2.038 0.4758
H -1.704 -0.500 1.012 0.2059
H -1.212 -0.133 -1.537 0.3675
H 2.603 -0.559 -3.469 0.4604
H 1.035 0.536 1.635 0.1812
H 1.096 -0.648 0.317 0.1906
H -0.238 -1.433 2.579 0.4648
H -1.013 -1.569 -0.875 0.3702
```

Computed properties:
Multiplicity: 1
HOMO energy (eV): -9.97
SMILES: N[C@@H](CO)C(=O)O.O
Energy (eV): -12935.843
Energy relative to the best compared isomer or geometry (same formula, charge and spin) (kcal/mol): 36.0



Record 6
Below is C36H54N5OPPdSi as an isolated structure, with properties calculated with ωB97M-V with the def2-TZVPD basis set.

```
99
Properties=species:S:1:pos:R:3:lowdin_charge:R:1
Pd -0.411 -0.430 -0.394 0.6671
P 2.475 1.497 -0.495 0.8015
Si -1.892 -1.807 0.802 0.7922
O 1.084 1.346 -1.051 -0.4124
N -1.886 0.641 -1.440 -0.0692
N 3.254 -2.803 0.315 0.1008
N 1.148 -1.602 0.032 0.0295
N 4.625 -2.818 2.381 0.1032
N -1.311 1.396 -2.518 -0.0408
C 5.040 0.648 -1.165 -0.0824
C 3.578 4.995 -2.207 -0.0755
C 3.429 3.991 0.381 -0.0641
C 3.154 3.695 -1.994 -0.0748
C 3.512 0.380 1.868 -0.0776
C -2.079 2.601 -2.873 -0.6330
C -0.899 -4.253 -0.282 -0.1016
C -1.331 -1.085 3.533 -0.1077
C -3.347 -4.246 0.107 -0.0907
C -3.598 -0.856 1.081 -0.5835
C -4.485 -1.530 2.148 -0.1006
C 3.211 -0.496 -2.244 -0.0874
C -1.195 -2.274 2.567 -0.5899
C 3.073 3.187 -0.696 -0.2665
C -1.258 3.279 -3.965 -0.0416
C 5.941 -0.171 -1.823 -0.0678
C 2.423 0.645 3.992 -0.0676
C 3.670 0.475 -1.360 -0.2874
C -2.361 -2.939 -1.769 -0.1197
C 3.930 5.795 -1.126 -0.0791
C 1.462 1.643 2.030 -0.0994
C -3.444 2.190 -3.418 -0.0410
C -2.155 -3.370 -0.308 -0.6258
C 3.460 0.126 3.232 -0.0680
C -4.500 -0.804 -0.168 -0.1041
C -3.362 0.592 1.556 -0.1078
C 5.478 -1.152 -2.690 -0.0690
C -2.240 3.564 -1.689 -0.0360
C 0.293 -2.658 2.627 -0.1124
C 3.858 5.294 0.164 -0.0738
C 2.168 -2.136 0.203 -0.3789
C 2.515 1.138 1.264 -0.2996
C -1.965 -3.475 3.153 -0.0959
C 3.951 -2.788 1.439 -0.4080
C 4.118 -1.308 -2.908 -0.0660
C 1.424 1.404 3.393 -0.0891
H 2.381 0.439 5.054 0.1077
H -2.473 1.226 -0.851 0.0436
H -3.390 -5.123 -0.549 0.0865
H -5.421 -0.966 2.233 0.0885
H -2.489 -3.830 -2.395 0.0859
H -4.747 -2.554 1.880 0.0708
H -0.787 -1.319 4.455 0.0895
H 4.207 -0.510 3.685 0.0945
H -0.274 3.563 -3.584 0.0799
H -3.991 3.066 -3.769 0.0876
H -2.584 1.115 0.995 0.0402
H 0.580 -3.415 1.901 0.0595
H -3.048 -3.378 3.115 0.0529
H 4.136 5.916 1.005 0.1058
H -0.732 -4.706 0.695 0.0663
H -2.874 3.157 -0.895 0.0695
H 0.496 -3.062 3.625 0.0909
H -1.693 -4.403 2.650 0.0688
H 6.183 -1.796 -3.200 0.1061
H -3.258 -4.611 1.131 0.0634
H 3.640 5.385 -3.215 0.1053
H -0.003 -3.695 -0.556 0.0536
H -3.251 -2.321 -1.907 0.0554
H -4.058 1.711 -2.652 0.0686
H -1.682 -3.589 4.205 0.0893
H -0.379 1.662 -2.209 0.0505
H -5.424 -0.279 0.095 0.0870
H -3.056 0.632 2.598 0.0606
H -1.119 2.602 -4.809 0.0868
H 7.003 -0.045 -1.661 0.1065
H -4.785 -1.796 -0.514 0.0627
H 2.147 -0.615 -2.402 0.0961
H -2.484 -0.059 -1.864 0.0570
H -0.888 -0.179 3.114 0.0587
H 0.671 2.208 1.550 0.1078
H 5.401 1.424 -0.499 0.1145
H -1.021 -5.070 -1.002 0.0872
H 3.760 -2.071 -3.586 0.1085
H 4.309 -0.054 1.277 0.0940
H -4.030 -1.544 3.135 0.0563
H -3.324 1.496 -4.251 0.0886
H 0.935 -1.789 2.494 0.0571
H -2.715 4.490 -2.017 0.0877
H -4.304 -3.732 0.016 0.0589
H -1.266 3.809 -1.262 0.0874
H -4.292 1.165 1.471 0.0874
H -2.360 -0.870 3.816 0.0542
H 0.608 1.795 3.988 0.1062
H -1.495 -2.390 -2.146 0.0588
H 3.375 3.600 1.390 0.1036
H -4.084 -0.273 -1.020 0.0411
H 4.265 6.811 -1.293 0.1047
H 2.887 3.066 -2.836 0.1138
H -1.759 4.182 -4.315 0.0871
```

Computed properties:
Multiplicity: 1
HOMO energy (eV): -8.07
Energy (eV): -68354.547
Energy relative to the best compared isomer or geometry (same formula, charge and spin) (kcal/mol): 0.0